{"formula": "C32H64FInO9", "method": "the ωB97M-V functional and the def2-TZVPD basis", "elements": ["C", "C", "C", "F", "In", "C", "O", "O", "H", "H", "H", "H", "H", "H", "H", "H", "C", "C", "C", "O", "C", "H", "H", "H", "H", "H", "H", "H", "H", "C", "C", "C", "O", "C", "H", "H", "H", "H", "H", "H", "H", "H", "C", "C", "C", "O", "C", "H", "H", "H", "H", "H", "H", "H", "H", "C", "C", "C", "O", "C", "H", "H", "H", "H", "H", "H", "H", "H", "C", "C", "C", "O", "C", "H", "H", "H", "H", "H", "H", "H", "H", "C", "C", "C", "O", "C", "H", "H", "H", "H", "H", "H", "H", "H", "C", "C", "C", "O", "C", "H", "H", "H", "H", "H", "H", "H", "H"], "coordinates": [[-1.353, -3.780, 3.066], [-2.515, -4.741, 3.353], [-3.493, -4.801, 2.187], [-4.163, -6.062, 2.284], [-4.960, -3.039, 2.355], [-6.888, -3.799, 3.255], [-7.192, -3.334, 4.385], [-7.561, -4.634, 2.598], [-0.402, -4.230, 3.363], [-1.284, -3.524, 2.008], [-1.485, -2.853, 3.619], [-3.056, -4.378, 4.228], [-2.155, -5.756, 3.572], [-2.940, -4.805, 1.238], [-5.155, -2.210, 0.798], [-4.172, -1.907, 3.537], [-5.055, -0.415, -3.920], [-6.471, -0.628, -3.387], [-6.212, -1.507, -2.164], [-4.932, -1.131, -1.675], [-4.261, -0.316, -2.621], [-4.943, 0.466, -4.553], [-4.735, -1.290, -4.493], [-6.901, 0.329, -3.080], [-7.149, -1.092, -4.105], [-6.190, -2.569, -2.433], [-6.945, -1.375, -1.369], [-4.242, 0.717, -2.250], [-3.229, -0.660, -2.726], [-0.283, 3.303, -2.167], [-1.480, 4.044, -1.574], [-2.507, 3.923, -2.692], [-2.235, 2.691, -3.356], [-0.973, 2.175, -2.923], [0.424, 2.944, -1.422], [0.259, 3.950, -2.864], [-1.834, 3.529, -0.681], [-1.271, 5.079, -1.305], [-2.404, 4.742, -3.417], [-3.534, 3.913, -2.324], [-1.156, 1.316, -2.270], [-0.410, 1.835, -3.793], [-3.170, -9.234, -0.764], [-3.463, -8.033, 0.136], [-2.135, -7.855, 0.848], [-1.113, -8.299, -0.075], [-1.722, -8.980, -1.165], [-3.838, -9.314, -1.623], [-3.243, -10.161, -0.188], [-3.685, -7.152, -0.468], [-4.288, -8.180, 0.826], [-2.080, -8.477, 1.746], [-1.945, -6.822, 1.130], [-1.669, -8.340, -2.056], [-1.166, -9.900, -1.369], [4.796, 4.144, 0.516], [3.617, 4.910, 1.114], [2.579, 4.799, 0.003], [2.829, 3.558, -0.656], [4.085, 3.027, -0.232], [5.505, 3.772, 1.250], [5.338, 4.781, -0.190], [3.261, 4.401, 2.012], [3.848, 5.942, 1.376], [2.690, 5.611, -0.726], [1.552, 4.806, 0.373], [3.899, 2.168, 0.422], [4.638, 2.681, -1.108], [9.125, 1.642, 0.257], [9.845, 2.885, 0.780], [8.671, 3.781, 1.162], [7.619, 2.907, 1.562], [7.932, 1.560, 1.199], [9.734, 0.739, 0.272], [8.788, 1.809, -0.769], [10.433, 2.634, 1.666], [10.508, 3.349, 0.051], [8.331, 4.371, 0.302], [8.900, 4.464, 1.980], [8.180, 1.001, 2.106], [7.054, 1.102, 0.748], [5.136, -3.296, -0.420], [5.228, -2.064, -1.315], [5.264, -0.942, -0.287], [5.913, -1.473, 0.873], [6.024, -2.893, 0.749], [5.464, -4.216, -0.901], [4.108, -3.437, -0.082], [6.159, -2.083, -1.888], [4.399, -1.966, -2.015], [4.253, -0.627, -0.009], [5.814, -0.066, -0.637], [7.073, -3.147, 0.558], [5.722, -3.355, 1.689], [-3.924, 7.468, 1.094], [-5.135, 6.585, 1.389], [-4.687, 5.247, 0.818], [-3.266, 5.204, 0.970], [-2.775, 6.493, 1.322], [-3.857, 8.353, 1.726], [-3.942, 7.794, 0.051], [-5.286, 6.504, 2.467], [-6.061, 6.944, 0.942], [-4.927, 5.168, -0.248], [-5.124, 4.392, 1.332], [-2.471, 6.478, 2.375], [-1.896, 6.719, 0.713]], "forces_ev_per_angstrom": [[0.01, -0.14, 0.24], [-0.17, 0.04, -0.38], [-0.02, 0.70, 0.29], [0.03, -0.14, -0.16], [-0.50, -0.16, 0.28], [-0.28, -0.10, 0.21], [0.07, 0.09, 0.01], [0.06, -0.01, -0.21], [0.12, 0.06, 0.02], [-0.04, -0.01, -0.09], [0.02, 0.12, -0.06], [0.05, -0.19, 0.21], [0.14, -0.04, 0.03], [0.07, -0.31, -0.05], [0.09, -0.01, -0.09], [0.26, -0.02, -0.09], [-0.02, -0.02, -0.05], [0.02, 0.04, 0.02], [-0.01, -0.07, 0.01], [0.19, 0.14, -0.24], [-0.13, 0.05, 0.09], [0.00, 0.01, 0.02], [0.00, -0.01, 0.01], [0.00, 0.00, 0.00], [0.01, -0.01, 0.00], [-0.06, 0.00, -0.01], [0.04, -0.04, 0.05], [0.07, 0.03, -0.09], [0.01, 0.00, 0.03], [-0.03, 0.07, -0.08], [0.03, -0.11, 0.06], [0.05, 0.05, -0.04], [0.03, 0.04, -0.10], [-0.05, -0.09, 0.14], [0.01, -0.01, -0.01], [0.01, -0.01, 0.01], [-0.03, 0.04, 0.02], [0.00, 0.01, 0.00], [-0.02, 0.03, 0.04], [-0.01, -0.04, -0.02], [0.04, -0.01, 0.01], [-0.05, 0.01, -0.04], [-0.01, -0.02, 0.07], [0.05, -0.06, -0.19], [0.04, 0.00, 0.14], [-0.06, -0.07, -0.01], [-0.01, 0.11, 0.01], [0.00, 0.01, -0.01], [0.00, -0.01, -0.01], [-0.03, 0.03, 0.05], [0.00, 0.06, 0.03], [-0.02, 0.01, 0.01], [0.03, 0.00, -0.02], [-0.03, -0.05, -0.04], [0.03, 0.01, 0.00], [-0.05, 0.16, -0.05], [-0.05, -0.12, 0.00], [0.05, 0.04, -0.05], [0.02, 0.04, -0.02], [-0.05, -0.08, 0.09], [0.02, -0.02, 0.02], [0.00, 0.00, 0.00], [-0.01, 0.01, 0.01], [0.01, 0.01, -0.03], [-0.01, 0.03, 0.04], [-0.02, -0.04, -0.03], [0.05, -0.01, 0.01], [-0.04, -0.01, -0.03], [-0.02, 0.10, -0.06], [0.01, -0.05, 0.03], [-0.03, -0.05, -0.11], [0.11, 0.04, 0.06], [0.03, -0.05, 0.10], [0.01, 0.00, 0.02], [-0.01, -0.01, 0.00], [-0.01, 0.00, 0.01], [-0.01, 0.00, -0.02], [0.04, 0.03, 0.00], [-0.02, -0.01, 0.02], [0.00, -0.05, -0.03], [-0.02, -0.01, 0.03], [-0.09, 0.03, 0.03], [0.10, -0.02, -0.03], [-0.12, -0.02, 0.09], [0.03, 0.03, -0.16], [0.08, -0.01, 0.01], [0.02, 0.00, -0.01], [0.00, -0.01, 0.01], [0.00, 0.01, 0.00], [-0.03, 0.00, 0.02], [-0.01, 0.02, -0.04], [0.01, 0.01, 0.02], [-0.01, -0.04, -0.01], [0.00, 0.04, 0.03], [-0.03, 0.01, -0.07], [0.04, 0.01, 0.08], [-0.01, -0.04, -0.06], [0.00, 0.07, -0.02], [-0.03, -0.05, 0.08], [0.00, -0.01, 0.02], [0.01, 0.00, 0.00], [0.00, -0.01, 0.00], [0.00, 0.00, -0.02], [-0.04, 0.01, 0.01], [0.04, -0.03, 0.00], [0.02, 0.06, 0.00], [0.01, -0.03, -0.01]], "lowdin_charge": [-0.14, -0.33, -0.43, -0.16, 0.44, -0.87, -0.24, -0.22, 0.05, 0.06, 0.05, 0.07, 0.08, 0.04, -0.13, -0.12, -0.18, -0.18, -0.21, -0.17, -0.22, 0.10, 0.11, 0.11, 0.10, 0.12, 0.12, 0.11, 0.11, -0.17, -0.17, -0.21, -0.15, -0.20, 0.10, 0.11, 0.12, 0.10, 0.11, 0.11, 0.12, 0.11, -0.18, -0.17, -0.19, -0.15, -0.24, 0.10, 0.11, 0.12, 0.11, 0.12, 0.10, 0.11, 0.10, -0.17, -0.16, -0.21, -0.15, -0.20, 0.09, 0.11, 0.12, 0.11, 0.12, 0.12, 0.12, 0.11, -0.16, -0.17, -0.21, -0.16, -0.18, 0.11, 0.11, 0.11, 0.11, 0.11, 0.12, 0.12, 0.10, -0.17, -0.17, -0.21, -0.15, -0.21, 0.11, 0.12, 0.11, 0.11, 0.12, 0.10, 0.11, 0.12, -0.18, -0.17, -0.19, -0.15, -0.21, 0.11, 0.11, 0.11, 0.11, 0.11, 0.13, 0.12, 0.11], "homo_lumo_gap_ev": 1.44, "total_charge": -2, "homo_energy_ev": 1.335, "e_lumo_ev": 2.8}